A structure of composition C25H68AsF6O9, computed with the ωB97M-V functional and the def2-TZVPD basis.

As for the frontier orbital gap (alpha / beta): 0.284 / 0.076 hartree. As for the multiplicity: 2. The calculation puts the HOMO energy (alpha / beta) at -8.71 / -8.71 eV. The total energy comes out at -4505.34279 Eh. Its total charge is 0.

Structure (XYZ):
```
109
Properties=species:S:1:pos:R:3:mulliken_charge:R:1
As 0.70249 -0.07555 0.52213 2.18
F 2.18517 0.80966 1.04161 -0.51
F -0.17152 1.50734 0.72359 -0.71
F -0.78278 -0.92248 0.10520 -0.41
F 1.72031 -1.61790 0.33666 -0.64
F 0.42381 -0.39626 2.28048 -0.45
F 1.13065 0.25535 -1.17561 -0.48
C 0.09724 -0.54010 5.54756 -1.21
C -0.64711 -1.79311 5.25399 0.40
C -2.11133 -1.60627 4.88258 -0.92
O 0.04295 -2.40138 4.14709 -0.53
H -0.18369 -0.07280 6.49139 0.45
H 0.03046 0.22964 4.77870 0.19
H 1.17763 -0.68454 5.54549 0.24
H -0.54024 -2.38327 6.16415 0.33
H -2.57792 -2.57994 4.73298 0.30
H -2.13391 -1.10424 3.91533 0.02
H -2.64360 -0.99582 5.61205 0.41
H 0.19331 -1.73000 3.47758 0.24
C 1.97059 4.29327 -0.50790 -0.52
C 2.69053 4.47829 -1.82638 0.04
C 2.81514 3.18218 -2.50616 -0.80
O 1.87540 5.23141 -2.57227 -0.58
H 1.06883 3.69380 -0.38306 -0.13
H 1.78230 5.29988 -0.13454 0.26
H 2.66799 3.83071 0.19051 0.39
H 3.68221 4.90750 -1.68329 0.38
H 3.47299 3.33337 -3.36201 0.38
H 1.87703 2.74108 -2.84302 -0.01
H 3.22374 2.35479 -1.92604 0.25
H 1.03347 4.77534 -2.64112 0.37
C 1.11329 -3.52701 -3.27375 -1.08
C 2.50297 -3.18549 -2.77271 1.40
C 3.67801 -3.88471 -3.57088 -1.55
O 2.69599 -1.83345 -2.95963 -0.57
H 1.09978 -3.58294 -4.36224 0.35
H 0.38677 -2.75675 -3.01495 0.08
H 0.76585 -4.50099 -2.92916 0.39
H 2.58347 -3.37012 -1.70148 -0.30
H 4.61503 -3.75203 -3.03005 0.37
H 3.87541 -3.46764 -4.55840 0.37
H 3.52426 -4.94680 -3.76179 0.37
H 2.00083 -1.33074 -2.52875 0.08
C -2.07764 -4.10326 -0.83009 -0.60
C -3.23631 -3.14503 -0.66154 0.17
C -3.47260 -2.82576 0.84540 -1.00
O -3.02575 -1.90995 -1.30748 -0.46
H -1.81229 -4.38406 -1.84933 0.34
H -2.06677 -4.99145 -0.19834 0.45
H -1.22810 -3.51486 -0.48346 -0.33
H -4.10853 -3.64572 -1.08184 0.34
H -4.37901 -2.23515 0.97844 0.34
H -2.61628 -2.28630 1.25014 0.00
H -3.73728 -3.66675 1.48633 0.46
H -2.35087 -1.42011 -0.83190 0.22
C -2.34522 5.78548 1.45376 -1.60
C -1.26947 4.74363 1.13655 1.02
C -0.10461 4.83759 2.14227 -1.34
O -1.91282 3.52181 1.19175 -0.38
H -3.20044 5.71469 0.78168 0.32
H -2.02470 6.82185 1.34745 0.45
H -2.68924 5.71955 2.48594 0.34
H -0.83298 4.79858 0.13928 0.12
H -0.46490 4.97984 3.16112 0.43
H 0.41944 5.77032 1.93376 0.40
H 0.61764 4.02123 2.14488 0.15
H -1.25932 2.85618 0.96485 0.28
C -1.78537 -0.08351 -3.88035 -0.90
C -0.55358 0.42165 -4.58002 1.13
C -0.42418 -0.10418 -6.01380 -1.52
O -0.56033 1.82903 -4.61337 -0.55
H -2.61061 -0.12701 -4.59112 0.43
H -2.07926 0.60787 -3.09059 -0.04
H -1.62861 -1.10507 -3.53403 0.24
H 0.34320 0.09126 -4.05587 -0.24
H -1.33201 -0.04769 -6.61444 0.37
H -0.06891 -1.13426 -5.98529 0.27
H 0.32453 0.47292 -6.55648 0.48
H 0.00503 2.10241 -5.33948 0.34
C 4.49021 -2.09864 1.83846 -0.96
C 3.95201 -1.03897 2.86988 1.63
C 4.54234 -1.12785 4.26345 -1.53
O 4.19467 0.29560 2.43206 -0.21
H 4.25466 -3.16038 1.91147 0.34
H 5.57636 -2.00803 1.85060 0.43
H 4.23942 -1.75490 0.83495 0.13
H 2.86319 -1.04401 2.92050 -0.53
H 4.42731 -2.16993 4.56167 0.38
H 4.07134 -0.43814 4.96386 0.39
H 5.59415 -0.84335 4.23421 0.41
H 3.55636 0.54724 1.76061 0.50
C -5.04478 3.34952 -0.86809 -1.27
C -4.76591 2.17056 0.07899 0.26
C -3.66499 1.19922 -0.43562 -0.90
O -4.39543 2.76308 1.30065 -0.60
H -5.88134 3.94231 -0.49813 0.32
H -5.32696 2.94694 -1.84092 0.39
H -4.20266 4.03501 -0.96312 0.21
H -5.67023 1.60122 0.29387 0.43
H -2.90051 1.71148 -1.01980 0.12
H -4.14329 0.42264 -1.03251 0.65
H -3.21870 0.67095 0.40692 0.05
H -3.50013 3.10425 1.24019 0.52
C 1.20676 -5.20679 0.87874 -0.48
O 1.30955 -4.11058 1.74527 -0.35
H 0.35487 -5.16912 0.19979 0.05
H 2.07303 -5.41390 0.25043 0.29
H 1.07690 -6.11251 1.47110 0.32
H 1.56617 -3.30994 1.28191 0.09
```

A cluster of 7 separate species, H14O7 in total, computed with the ωB97M-V functional and the def2-TZVPD basis.

As for the frontier orbital gap: 0.382 hartree. The SMILES is O.O.O.O.O.O.O. As for the multiplicity: 1. The calculation puts the HOMO energy at -10.51 eV. The total energy comes out at -535.07269 Eh. Its total charge is 0. For the energy relative to the best compared isomer or geometry (same formula, charge and spin), the calculation gives 32.1 kcal/mol.

Structure (XYZ):
```
21
Properties=species:S:1:pos:R:3:mulliken_charge:R:1
O -22.92048 -5.04044 -8.91742 -0.64
H -23.57721 -4.34631 -9.04185 0.30
H -23.17482 -5.73908 -9.53148 0.31
O -24.59194 -8.85936 -6.42249 -0.75
H -23.79824 -9.16517 -6.88024 0.34
H -25.24526 -9.55288 -6.57239 0.31
O -24.18430 -10.00918 -3.81547 -0.63
H -24.40016 -9.35502 -4.49637 0.35
H -24.36674 -9.58110 -2.97414 0.33
O -22.75494 -3.90861 -4.76637 -0.61
H -23.58472 -3.49046 -4.52179 0.28
H -22.99268 -4.81734 -5.01020 0.34
O -20.06165 -5.93271 -6.09529 -0.66
H -20.19238 -4.97583 -6.06279 0.33
H -20.89548 -6.29399 -5.77138 0.32
O -20.59640 -3.54981 -7.88996 -0.62
H -20.99746 -2.82664 -8.37898 0.26
H -20.94810 -4.34764 -8.30420 0.36
O -23.22048 -6.30377 -6.27031 -0.67
H -23.81180 -7.06460 -6.35493 0.35
H -22.97658 -6.03470 -7.16872 0.37
```

A structure of composition C52H51N11O4S2SrTe, computed with the ωB97M-V functional and the def2-TZVPD basis.

As for the frontier orbital gap: 0.281 hartree. As for the multiplicity: 1. The calculation puts the HOMO energy at -7.26 eV. The total energy comes out at -4010.61946 Eh. Its total charge is 0.

Structure (XYZ):
```
122
Properties=species:S:1:pos:R:3:mulliken_charge:R:1
Sr 0.21220 -0.08230 -0.26910 2.72
C 5.59070 -1.33170 3.15150 -1.12
C 4.64940 -2.52730 3.26050 -0.71
N 3.92170 -2.75000 2.02930 0.28
C 4.39610 -3.78970 1.14770 -0.65
C 3.91150 -5.16720 1.58970 -1.17
C 2.81490 -2.01690 1.76230 0.55
S 1.92780 -2.39700 0.37750 -0.51
N 2.52780 -1.12260 2.70660 -0.14
C 1.63870 -0.15060 2.67210 -1.34
O 0.96780 0.24610 1.68960 0.24
C 1.51640 0.55650 3.98350 1.31
C 2.41270 0.28760 5.01460 -0.42
C 2.30060 0.92640 6.23430 -0.80
C 1.28360 1.84470 6.44560 -0.45
C 0.39520 2.12860 5.42310 -1.26
C 0.51250 1.49830 4.19680 -0.11
H 6.12420 -1.18810 4.08660 0.35
H 5.01430 -0.43740 2.93340 0.17
H 6.31150 -1.48860 2.35280 0.44
H 3.92090 -2.34960 4.05520 0.43
H 5.21170 -3.43470 3.48920 0.48
H 5.49050 -3.75910 1.13010 0.44
H 4.01510 -3.58510 0.14350 0.15
H 4.25300 -5.38740 2.59790 0.37
H 4.29210 -5.92780 0.91510 0.41
H 2.82570 -5.19030 1.57390 0.22
H 3.19950 -0.42840 4.84510 0.20
H 3.00440 0.70260 7.02410 0.43
H 1.18410 2.33200 7.40530 0.40
H -0.40310 2.83910 5.58240 0.44
H -0.18880 1.73450 3.41220 0.27
N -1.62940 -3.22400 -2.62850 0.31
C -1.19430 -2.71590 -3.82050 0.05
C -1.47760 -3.04580 -5.13590 -1.15
C -0.81680 -2.33430 -6.11620 -0.63
C 0.11220 -1.34360 -5.78850 -1.30
C 0.40460 -1.01610 -4.48070 0.10
C -0.27560 -1.69680 -3.47490 0.42
N -0.21910 -1.58800 -2.11220 0.73
C -1.03710 -2.49270 -1.64320 -0.07
C -1.31280 -2.74770 -0.25000 -1.17
C -1.76330 -3.93040 0.27190 -0.55
S -1.96810 -3.79110 1.96610 -0.26
C -1.45120 -2.15420 1.85530 -0.47
N -1.14850 -1.76680 0.67120 0.80
H -2.37190 -3.88880 -2.49820 0.31
H -2.18270 -3.82610 -5.38070 0.45
H -1.01010 -2.55570 -7.15660 0.41
H 0.62050 -0.82570 -6.58890 0.48
H 1.15460 -0.28340 -4.24150 0.59
H -1.94780 -4.86020 -0.22800 0.47
H -1.40400 -1.51620 2.71820 0.39
C -4.46880 4.85700 -3.52700 -1.76
C -3.60470 3.80180 -2.90000 0.18
C -3.85630 2.46010 -3.11760 -1.02
C -3.12010 1.45940 -2.49020 -0.09
C -3.39430 0.05070 -2.76660 0.73
O -3.17810 -0.87430 -1.99570 -0.61
C -4.00930 -0.22730 -4.10190 0.62
C -5.10910 -1.07590 -4.15360 -0.78
C -5.78360 -1.27560 -5.34290 -0.79
C -5.34970 -0.65160 -6.50130 -0.49
C -4.21470 0.14390 -6.47070 -1.07
C -3.54790 0.35510 -5.27810 0.72
C -2.08220 1.79270 -1.55410 -1.44
O -1.47140 0.89760 -0.90600 -0.33
C -1.74620 3.19100 -1.44500 1.56
C -2.52490 4.14130 -2.09760 -1.13
C -0.63620 3.65130 -0.62880 0.66
N 0.10740 2.84620 0.03180 1.02
C 1.19520 3.34830 0.83350 0.00
C 2.49600 3.32540 0.04770 -0.98
Te 2.74060 1.49090 -1.07740 0.41
C 1.96380 2.41680 -2.82890 1.27
C 2.72710 3.38990 -3.46120 -0.89
C 2.21910 4.06650 -4.55540 -1.11
C 0.95440 3.76630 -5.03390 -0.89
C 0.19860 2.78710 -4.41430 -0.45
C 0.70210 2.11480 -3.31530 -0.38
C -0.35740 5.12280 -0.63500 -1.51
C -0.78500 5.95650 0.39360 0.09
C -0.42590 7.29360 0.40140 -0.81
C 0.35970 7.81180 -0.61420 -0.57
C 0.77690 6.98860 -1.64670 -0.83
C 0.42830 5.65080 -1.65260 0.25
H -5.27320 4.39340 -4.09350 0.38
H -3.88600 5.48630 -4.19930 0.33
H -4.90930 5.49550 -2.76210 0.36
H -4.67230 2.18350 -3.77080 0.47
H -5.43830 -1.54610 -3.23810 0.49
H -6.65780 -1.91000 -5.36680 0.42
H -5.89320 -0.78260 -7.42610 0.39
H -3.86390 0.61270 -7.37990 0.43
H -2.66390 0.97410 -5.25160 0.44
H -2.28800 5.18870 -1.96940 0.64
H 1.28380 2.67760 1.69170 -0.48
H 1.02280 4.37200 1.19910 0.47
H 3.34700 3.45700 0.71770 0.76
H 2.50450 4.13340 -0.68530 0.17
H 3.71440 3.63120 -3.08520 0.44
H 2.80840 4.83360 -5.03480 0.46
H 0.55340 4.30230 -5.87930 0.42
H -0.78790 2.54730 -4.78160 0.22
H 0.10160 1.36340 -2.82740 0.34
H -1.40610 5.55460 1.18170 0.54
H -0.75830 7.93210 1.20790 0.42
H 0.64240 8.85440 -0.60920 0.38
H 1.37330 7.38830 -2.45230 0.48
H 0.74450 5.00810 -2.45970 0.51
O -2.12270 0.86530 1.96110 -0.86
H -1.16010 0.81730 1.92960 -0.01
H -2.36520 0.93370 1.03120 0.41
N 5.18020 1.41280 -4.34480 -0.60
N 4.69750 0.35350 -3.64740 1.30
N 5.43750 -0.35980 -2.84500 -1.05
C 4.54290 -1.20090 -2.33440 -0.31
N 3.33010 -0.98990 -2.82940 -0.13
N 3.44360 0.00160 -3.66440 -0.25
H 6.15620 1.27780 -4.57570 0.28
H 4.57720 1.63520 -5.12890 0.26
H 4.78480 -1.96700 -1.62970 0.43
```